(1)
Below is a structure of composition C30H60AsF6O30, with properties calculated with ωB97M-V/def2-TZVPD.

Geometry as ORCA input:
```
! wB97M-V def2-TZVPD RIJCOSX def2/J DEFGRID3
* xyz 0 2
As -0.17 1.08 0.11
F -0.08 0.31 1.72
F -1.94 0.55 0.21
F -0.41 1.88 -1.51
F 1.58 1.46 0.09
F 0.28 -0.41 -0.72
F -0.54 2.62 0.90
C -5.61 -4.85 -0.81
O -5.45 -4.84 0.54
C -5.08 -3.80 1.27
O -4.91 -3.88 2.51
O -5.00 -2.62 0.57
C -4.81 -1.32 1.13
H -5.76 -5.93 -0.92
H -4.65 -4.58 -1.26
H -6.49 -4.36 -1.22
H -3.80 -1.18 1.53
H -5.52 -1.10 1.93
H -4.94 -0.71 0.24
C 1.76 2.79 2.86
O 1.86 3.44 4.16
C 0.98 3.19 5.16
O -0.03 2.51 4.99
O 1.46 3.60 6.32
C 0.87 3.15 7.54
H 1.80 1.70 2.89
H 2.64 3.06 2.27
H 0.86 3.13 2.35
H -0.20 3.29 7.63
H 1.31 3.77 8.33
H 1.01 2.08 7.67
C -0.46 -7.91 -0.19
O -0.60 -6.52 -0.69
C -1.80 -5.96 -0.60
O -2.81 -6.52 -0.24
O -1.79 -4.71 -0.99
C -0.63 -3.92 -1.15
H -1.22 -8.55 -0.64
H -0.36 -8.01 0.90
H 0.53 -8.25 -0.50
H -0.16 -4.23 -2.09
H 0.10 -3.99 -0.34
H -0.91 -2.87 -1.25
C -2.31 -0.14 -3.03
O -2.97 -0.43 -4.27
C -2.23 -0.67 -5.32
O -1.01 -0.87 -5.33
O -3.08 -0.69 -6.41
C -2.60 -1.10 -7.67
H -3.03 -0.37 -2.25
H -1.99 0.89 -2.85
H -1.45 -0.77 -2.80
H -2.22 -2.12 -7.57
H -1.80 -0.43 -7.98
H -3.47 -1.11 -8.33
C -5.36 4.92 3.33
O -4.31 5.57 2.58
C -3.04 5.20 2.62
O -2.61 4.24 3.27
O -2.30 6.02 1.86
C -0.88 5.86 1.85
H -6.32 5.42 3.17
H -5.24 5.00 4.41
H -5.42 3.85 3.13
H -0.55 6.66 2.50
H -0.60 5.97 0.80
H -0.65 4.84 2.18
C 2.69 -1.79 1.01
O 2.51 -1.87 2.43
C 2.84 -2.98 3.09
O 3.46 -3.95 2.59
O 2.33 -2.91 4.28
C 2.68 -3.85 5.31
H 3.41 -1.02 0.75
H 1.73 -1.61 0.52
H 2.92 -2.77 0.59
H 2.32 -3.62 6.32
H 3.74 -4.02 5.52
H 2.27 -4.84 5.13
C -1.17 -2.41 2.01
O -0.53 -3.71 2.22
C -0.96 -4.46 3.20
O -1.92 -4.23 3.96
O -0.31 -5.62 3.16
C -0.52 -6.65 4.08
H -1.11 -1.66 2.80
H -2.18 -2.53 1.62
H -0.64 -1.99 1.15
H 0.18 -7.47 3.92
H -1.48 -7.10 3.79
H -0.62 -6.37 5.12
C -0.94 6.91 -6.75
O -0.20 6.35 -5.66
C -0.81 6.31 -4.39
O -1.92 6.69 -4.03
O 0.10 5.74 -3.59
C -0.20 5.43 -2.21
H -1.50 6.17 -7.31
H -0.20 7.44 -7.35
H -1.65 7.67 -6.42
H -0.93 4.61 -2.18
H -0.62 6.33 -1.77
H 0.71 5.09 -1.72
C 8.46 0.38 -0.14
O 7.19 -0.07 0.37
C 6.49 0.80 1.02
O 6.82 2.03 1.18
O 5.42 0.20 1.50
C 4.38 1.01 2.06
H 8.47 0.91 -1.09
H 9.18 -0.42 -0.31
H 9.01 1.00 0.57
H 3.88 0.53 2.90
H 3.59 1.31 1.39
H 4.79 1.92 2.49
C 3.17 1.30 -2.88
O 2.34 1.27 -4.00
C 2.77 1.70 -5.14
O 3.79 2.43 -5.32
O 1.91 1.22 -6.03
C 2.14 1.26 -7.43
H 2.84 0.71 -2.02
H 3.36 2.31 -2.53
H 4.16 0.91 -3.14
H 1.79 0.37 -7.96
H 3.22 1.08 -7.44
H 1.88 2.22 -7.87
*
```

electronic energy: -6271.1287 a.u.
LUMO energy (alpha / beta): -0.3448 / -7.3638 eV
⟨S²⟩: 0.76



(2)
Below is a structure of composition C30H60B2CsO24, with properties calculated with ωB97M-V/def2-TZVPD.

Geometry as ORCA input:
```
! wB97M-V def2-TZVPD RIJCOSX def2/J DEFGRID3
* xyz -1 1
Cs 1.78 -26.47 7.42
O 5.71 -20.97 6.49
C 4.57 -20.65 6.85
O 3.88 -19.60 6.41
B 2.55 -19.73 7.01
O 2.40 -21.03 7.60
C 3.59 -21.66 7.52
O 3.92 -22.76 7.90
O 1.52 -19.41 6.00
C 0.86 -18.37 6.27
O 0.01 -17.75 5.63
C 1.43 -17.87 7.66
O 2.42 -18.69 8.05
O 1.05 -16.90 8.22
O -0.63 -26.88 9.65
C -1.16 -27.74 10.34
O -2.15 -27.50 11.15
B -2.41 -28.65 12.02
O -1.55 -29.73 11.46
C -0.76 -29.20 10.51
O 0.17 -29.72 9.90
O -3.84 -28.99 12.12
C -4.40 -28.64 13.24
O -5.61 -28.64 13.61
C -3.27 -28.27 14.16
O -2.15 -28.37 13.46
O -3.40 -28.04 15.35
C -2.08 -24.69 14.62
C -0.84 -24.99 13.84
O -0.41 -23.72 13.24
C 0.76 -23.76 12.41
C 0.99 -22.31 12.05
H -1.81 -24.05 15.46
H -2.86 -24.21 14.03
H -2.56 -25.63 14.89
H 0.00 -25.39 14.41
H -1.07 -25.62 12.99
H 1.64 -24.11 12.95
H 0.65 -24.42 11.55
H 0.38 -21.93 11.23
H 2.04 -22.17 11.77
H 0.60 -21.63 12.81
C 3.59 -27.25 2.26
C 2.67 -26.37 3.11
O 3.43 -25.79 4.16
C 3.61 -24.41 4.22
C 2.34 -23.59 4.52
H 4.65 -27.02 2.20
H 3.48 -28.25 2.68
H 3.21 -27.51 1.27
H 2.21 -25.58 2.51
H 1.91 -26.97 3.60
H 4.38 -24.18 4.96
H 3.99 -24.00 3.29
H 2.47 -22.71 3.90
H 2.26 -23.32 5.57
H 1.41 -24.08 4.22
C -0.76 -22.43 5.44
C -2.08 -22.05 6.14
C -3.10 -21.61 5.14
O -2.57 -23.21 6.85
H -0.43 -21.49 4.99
H -0.77 -23.19 4.66
H -0.04 -22.72 6.20
H -1.91 -21.17 6.76
H -3.80 -20.90 5.58
H -3.49 -22.42 4.53
H -2.61 -20.98 4.39
H -3.24 -22.94 7.48
C -1.39 -27.68 5.51
C -2.17 -26.49 5.98
C -3.03 -26.93 7.19
O -1.23 -25.51 6.40
H -2.02 -28.33 4.91
H -0.79 -28.14 6.30
H -0.68 -27.36 4.75
H -2.84 -26.15 5.19
H -3.16 -26.11 7.90
H -2.81 -27.91 7.62
H -4.06 -27.16 6.93
H -1.73 -24.70 6.51
C 7.37 -28.38 5.69
C 6.22 -27.90 4.86
O 5.49 -26.92 5.61
H 7.72 -29.37 5.41
H 7.10 -28.39 6.74
H 8.24 -27.76 5.48
H 5.46 -28.61 4.52
H 6.48 -27.52 3.87
H 4.89 -26.47 5.02
C 3.53 -30.25 6.49
C 2.03 -30.23 6.59
O 1.68 -29.35 5.49
H 3.97 -30.31 5.50
H 4.13 -31.01 6.99
H 3.86 -29.23 6.72
H 1.71 -29.60 7.42
H 1.55 -31.21 6.56
H 1.75 -29.83 4.66
C 4.99 -29.91 9.76
C 3.50 -29.57 9.98
O 3.25 -28.23 9.54
H 5.78 -29.28 10.16
H 5.17 -29.78 8.69
H 5.18 -30.95 10.05
H 3.13 -29.84 10.96
H 2.97 -30.25 9.32
H 3.54 -27.61 10.21
C 5.40 -25.80 10.02
C 4.68 -25.60 11.33
O 3.64 -26.51 11.55
H 6.35 -25.27 9.98
H 4.78 -25.53 9.17
H 5.67 -26.85 9.86
H 4.21 -24.62 11.47
H 5.36 -25.72 12.17
H 3.58 -26.62 12.51
*
```

electronic energy: -3055.1650 a.u.
LUMO energy: 1.0960 eV



no.,F_max (Eh/bohr)
1,0.1101
2,0.0909